No. 1
Entry from OMol25: the molecule C4H5ClF2 at a distorted geometry (wB97M-V/def2-TZVPD).

Maximum force   5.76 eV/Å
Total charge   0
Energy relative to the best compared isomer or geometry (same formula, charge and spin)   99.14 kJ/mol
Electronic energy   -22184.9193 eV
Highest occupied orbital energy   -10.635 eV

Element x y z (Å)
1 C -1.838 -0.012 0.786
2 C -1.128 0.318 -0.268
3 C 1.238 -0.776 -0.245
4 C 0.490 0.672 -0.189
5 F 0.940 1.399 -1.383
6 F 0.964 1.354 0.826
7 Cl 2.910 -0.646 0.309
8 H -2.865 -0.160 0.599
9 H -1.421 0.109 1.811
10 H -1.385 0.382 -1.237
11 H 1.400 -1.129 -1.324
12 H 0.697 -1.511 0.315

Forces on atoms 1 to 3 (eV/Å):
C 1.0 1.1 0.6
C 4.8 1.4 2.8
C 0.3 1.5 -2.3

Löwdin population analysis, charges in e, atoms 1 to 8:
1 C 0.03
2 C -0.05
3 C -0.50
4 C -0.47
5 F -0.03
6 F 0.08
7 Cl 0.58
8 H 0.05

=====

No. 2
Entry from OMol25: a cluster of 6 separate species, C35H71O18S in total (wB97M-V/def2-TZVPD).

Maximum force   0.99 eV/Å
Total charge   -1
Electronic energy   -85139.3573 eV
Highest occupied orbital energy   -5.506 eV

Element x y z (Å)
1 C 8.594 -3.874 0.392
2 C 7.289 -3.164 0.012
3 C 7.380 -2.324 -1.273
4 C 7.083 -0.839 -1.047
5 C 5.694 -0.554 -0.443
6 C 5.777 0.388 0.753
7 C 4.448 0.919 1.320
8 C 3.298 1.127 0.335
9 C 1.942 1.293 1.064
10 C 1.090 2.458 0.554
11 C 0.172 2.047 -0.611
12 C -1.184 1.548 -0.125
13 C -2.168 1.258 -1.277
14 C -3.586 1.838 -1.104
15 C -4.756 0.839 -0.859
16 C -4.338 -0.620 -0.698
17 C -3.468 -0.852 0.546
18 C -3.902 -2.022 1.413
19 C -2.862 -2.274 2.529
20 C -1.918 -3.450 2.277
21 S -0.989 -3.394 0.749
22 O -1.965 -3.442 -0.338
23 O -0.136 -4.579 0.802
24 O -0.255 -2.109 0.837
25 H 9.167 -3.312 1.126
26 H 8.401 -4.854 0.826
27 H 9.222 -4.032 -0.482
28 H 6.950 -2.547 0.842
29 H 6.521 -3.925 -0.114
30 H 8.402 -2.393 -1.647
31 H 6.731 -2.715 -2.055
32 H 7.204 -0.291 -1.980
33 H 7.849 -0.469 -0.360
34 H 5.222 -1.494 -0.160
35 H 5.068 -0.118 -1.218
36 H 6.453 1.206 0.504
37 H 6.267 -0.171 1.554
38 H 4.116 0.292 2.146
39 H 4.656 1.895 1.764
40 H 3.215 0.286 -0.346
41 H 3.476 2.044 -0.225
42 H 1.365 0.373 0.973
43 H 2.131 1.429 2.130
44 H 0.454 2.788 1.379
45 H 1.713 3.312 0.286
46 H 0.668 1.235 -1.146
47 H 0.025 2.902 -1.274
48 H -1.033 0.637 0.453
49 H -1.601 2.306 0.541
50 H -2.171 0.189 -1.446
51 H -1.735 1.699 -2.178
52 H -3.564 2.552 -0.281
53 H -3.818 2.435 -1.985
54 H -5.481 0.927 -1.669
55 H -5.287 1.135 0.047
56 H -5.228 -1.249 -0.648
57 H -3.796 -0.935 -1.588
58 H -3.414 0.050 1.160
59 H -2.456 -1.086 0.227
60 H -4.870 -1.811 1.876
61 H -4.008 -2.913 0.801
62 H -3.387 -2.419 3.473
63 H -2.247 -1.380 2.646
64 H -1.144 -3.439 3.044
65 H -2.432 -4.406 2.359
66 C -5.267 4.581 -5.111
67 O -6.024 4.270 -3.939
68 C -7.246 4.791 -3.914
69 O -7.742 5.479 -4.770
70 O -7.832 4.423 -2.776
71 C -9.164 4.911 -2.614
72 H -4.306 4.091 -4.984
73 H -5.763 4.198 -6.001
74 H -5.124 5.656 -5.201
75 H -9.809 4.539 -3.408
76 H -9.176 5.999 -2.609
77 H -9.505 4.533 -1.655
78 C -5.054 0.180 6.871
79 O -6.339 -0.448 6.914
80 C -6.708 -0.990 5.752
81 O -6.069 -0.977 4.736
82 O -7.908 -1.553 5.912
83 C -8.409 -2.183 4.728
84 H -4.881 0.573 7.869
85 H -4.282 -0.543 6.617
86 H -5.048 0.992 6.147
87 H -7.742 -2.981 4.407
88 H -8.523 -1.456 3.926
89 H -9.377 -2.594 4.997
90 C 7.661 4.549 0.569
91 O 7.985 3.620 1.606
92 C 8.705 4.130 2.601
93 O 9.091 5.267 2.685
94 O 8.928 3.164 3.491
95 C 9.693 3.575 4.625
96 H 7.077 3.990 -0.157
97 H 7.069 5.372 0.964
98 H 8.565 4.933 0.102
99 H 9.177 4.362 5.171
100 H 10.677 3.923 4.319
101 H 9.791 2.694 5.253
102 C 0.499 1.593 -4.359
103 O 1.806 2.103 -4.658
104 C 1.823 3.364 -5.065
105 O 0.867 4.083 -5.209
106 O 3.093 3.714 -5.296
107 C 3.255 5.060 -5.738
108 H 0.636 0.565 -4.038
109 H 0.042 2.164 -3.557
110 H -0.133 1.618 -5.245
111 H 2.889 5.759 -4.988
112 H 2.730 5.223 -6.678
113 H 4.322 5.201 -5.883
114 C -4.643 -9.937 0.026
115 O -4.418 -8.566 -0.276
116 C -3.152 -8.289 -0.644
117 O -2.276 -9.114 -0.729
118 O -3.066 -7.000 -0.889
119 C -1.756 -6.530 -1.274
120 H -5.691 -10.016 0.304
121 H -4.446 -10.564 -0.843
122 H -4.017 -10.261 0.856
123 H -1.442 -7.032 -2.190
124 H -1.040 -6.700 -0.476
125 H -1.845 -5.460 -1.431

Forces on atoms 1 to 3 (eV/Å):
C -0.1 0.0 0.1
C -0.1 -0.4 -0.2
C 0.2 0.4 0.1

Löwdin population analysis, charges in e, atoms 1 to 8:
1 C -0.11
2 C -0.25
3 C -0.22
4 C -0.21
5 C -0.22
6 C -0.21
7 C -0.20
8 C -0.20

=====

No. 3
Entry from OMol25: a structure of composition CHF4N2 at a distorted geometry (wB97M-V/def2-TZVPD).

Maximum force   6.44 eV/Å
Total charge   +1
Energy relative to the best compared isomer or geometry (same formula, charge and spin)   381.57 kJ/mol
Electronic energy   -14883.7923 eV
Highest occupied orbital energy   -17.371 eV

Element x y z (Å)
1 C -0.319 -0.322 0.648
2 N 0.184 -1.229 1.182
3 N -0.530 0.869 0.295
4 F 0.983 -0.600 -1.860
5 F 0.395 -2.300 1.835
6 F -1.461 1.224 -0.562
7 F 0.233 1.920 0.539
8 H 0.515 0.438 -2.077

Forces on atoms 1 to 3 (eV/Å):
C 1.7 -1.9 2.0
N -0.6 0.3 -1.4
N -0.9 1.8 -0.4

Computed Löwdin charges, given in elementary charges:
1 C 0.11
2 N 0.25
3 N -0.09
4 F -0.21
5 F 0.26
6 F 0.19
7 F 0.21
8 H 0.27

=====

No. 4
Entry from OMol25: a structure of composition C24H27BCl5N8OReS (wB97M-V/def2-TZVPD).

Maximum force   0.62 eV/Å
Total charge   +2
Energy relative to the best compared isomer or geometry (same formula, charge and spin)   183.36 kJ/mol
Electronic energy   -115534.2712 eV
Highest occupied orbital energy   -14.102 eV

Element x y z (Å)
1 Re 0.338 -0.298 0.202
2 C -3.742 -0.769 -0.819
3 C -2.532 -1.318 -0.512
4 N -1.622 -0.339 -0.217
5 N -2.314 0.851 -0.300
6 C -3.555 0.609 -0.684
7 B -1.663 2.219 0.110
8 N -1.046 1.960 1.509
9 C -1.226 2.668 2.622
10 C -0.655 1.981 3.685
11 C -0.138 0.833 3.131
12 N -0.363 0.818 1.795
13 N -0.531 2.468 -0.888
14 C -0.382 3.344 -1.886
15 C 0.651 2.912 -2.704
16 C 1.090 1.738 -2.130
17 N 0.376 1.460 -1.019
18 N -2.684 3.303 0.194
19 C -3.848 3.308 0.914
20 C -4.303 4.593 0.963
21 C -3.333 5.337 0.255
22 N -2.363 4.569 -0.189
23 H -4.646 -1.283 -1.095
24 H -2.266 -2.355 -0.471
25 H -4.251 1.419 -0.832
26 H -1.758 3.606 2.595
27 H -0.629 2.275 4.719
28 H 0.377 0.031 3.624
29 H -1.017 4.213 -1.928
30 H 1.020 3.390 -3.593
31 H 1.852 1.063 -2.471
32 H -4.254 2.409 1.350
33 H -5.202 4.951 1.433
34 H -3.312 6.396 0.057
35 Cl 2.814 0.328 1.852
36 C 2.171 -1.206 2.394
37 C 0.918 -1.513 1.891
38 C 0.215 -2.488 2.600
39 Cl -1.481 -2.719 2.336
40 C 0.825 -3.236 3.614
41 Cl -0.045 -4.468 4.415
42 C 2.146 -2.970 3.991
43 Cl 2.906 -3.895 5.204
44 C 2.819 -1.897 3.407
45 Cl 4.375 -1.426 3.930
46 C 4.055 -1.577 -2.336
47 S 3.587 -0.788 -0.808
48 C 4.348 0.800 -1.126
49 O 2.054 -0.557 -0.959
50 H 3.717 -1.004 -3.197
51 H 3.645 -2.582 -2.346
52 H 5.145 -1.633 -2.312
53 H 5.424 0.629 -1.060
54 H 4.049 1.501 -0.355
55 H 4.085 1.169 -2.114
56 C -0.832 -3.951 -2.099
57 C -0.243 -2.536 -1.992
58 C 0.865 -2.397 -3.025
59 C 0.196 -2.348 -0.512
60 H -1.155 -4.156 -3.119
61 H -1.688 -4.103 -1.439
62 H -0.080 -4.695 -1.830
63 H -1.023 -1.821 -2.268
64 H 1.664 -3.114 -2.824
65 H 1.277 -1.392 -3.068
66 H 0.469 -2.630 -4.014
67 H 1.186 -2.782 -0.374
68 H -0.479 -2.907 0.123

Forces on atoms 1 to 3 (eV/Å):
Re -0.4 -0.4 0.2
C 0.0 0.0 0.0
C 0.0 0.0 0.0

Löwdin population analysis, charges in e, atoms 1 to 8:
1 Re 1.66
2 C 0.03
3 C -0.10
4 N -0.11
5 N 0.07
6 C 0.02
7 B -0.65
8 N 0.05

=====

No. 5
Entry from OMol25: the ion C5H11O3S3 with charge -1 at a distorted geometry (wB97M-V/def2-TZVPD).

Maximum force   4.11 eV/Å
Total charge   -1
Electronic energy   -44012.2558 eV
Highest occupied orbital energy   -4.836 eV

Element x y z (Å)
1 C -2.502 1.069 -0.554
2 C 3.149 -2.441 0.335
3 C -1.425 0.787 0.448
4 C -0.038 1.159 -0.104
5 C 1.627 -2.047 0.103
6 O -0.777 -2.551 -0.398
7 O 0.238 -3.632 1.597
8 O 0.645 -4.490 -0.671
9 S 1.259 0.702 1.137
10 S 0.796 -1.267 1.463
11 S 0.333 -3.341 0.181
12 H -2.490 2.126 -0.874
13 H -2.636 0.416 -1.435
14 H -3.386 0.915 -0.047
15 H 3.740 -1.484 0.485
16 H 3.052 -3.007 1.354
17 H 3.338 -3.053 -0.513
18 H -1.391 -0.251 0.857
19 H -1.662 1.430 1.326
20 H 0.066 0.347 -0.696
21 H 0.114 2.195 -0.465
22 H 1.455 -1.402 -0.712

Forces on atoms 1 to 3 (eV/Å):
C 0.4 0.1 -1.4
C -2.9 1.0 2.7
C 0.5 1.1 1.2

Löwdin population analysis, charges in e, atoms 1 to 8:
1 C -0.13
2 C -0.11
3 C -0.36
4 C -0.52
5 C -0.71
6 O -0.43
7 O -0.43
8 O -0.38

=====

No. 6
Entry from OMol25: a cluster of 2 separate species, C3H2F5O4S in total at a distorted geometry (wB97M-V/def2-TZVPD).

Maximum force   3.09 eV/Å
Total charge   -1
Energy relative to the best compared isomer or geometry (same formula, charge and spin)   297.68 kJ/mol
Electronic energy   -35755.2634 eV
Highest occupied orbital energy   -3.923 eV

Element x y z (Å)
1 C 1.041 0.341 -0.995
2 C -1.759 0.487 0.698
3 C -2.288 -0.645 -0.236
4 O 2.071 0.567 1.631
5 O 2.274 -1.564 0.245
6 O 3.683 0.446 -0.302
7 O -1.488 0.318 1.855
8 F 1.601 1.470 -1.511
9 F -2.184 1.638 0.198
10 F -3.624 -0.822 -0.273
11 F -1.848 -0.442 -1.484
12 F -1.811 -1.804 0.155
13 S 2.365 -0.121 0.039
14 H 0.932 -0.487 -1.787
15 H 1.035 0.620 1.767

Forces on atoms 1 to 3 (eV/Å):
C -0.3 -1.6 0.8
C -1.6 -1.1 1.7
C 1.4 -0.6 -0.9

Löwdin population analysis, charges in e, atoms 1 to 8:
1 C -0.37
2 C -0.37
3 C -0.58
4 O -0.29
5 O -0.39
6 O -0.36
7 O 0.16
8 F -0.18